1.
{
  "formula": "C3H3FN2S",
  "method": "wB97M-V/def2-TZVPD",
  "de_lowest_kj_mol": 147.3,
  "total_charge": 0,
  "species": ["F", "C", "C", "C", "N", "N", "S", "H", "H", "H"],
  "xyz": [[1.652, -0.787, 1.392], [0.867, -0.179, 0.502], [1.087, 0.840, -0.374], [-0.162, 1.005, -1.005], [-1.072, 0.133, -0.540], [-0.411, -0.588, 0.387], [-1.179, -1.850, 1.273], [2.005, 1.382, -0.512], [-0.452, 1.683, -1.766], [-2.336, -1.639, 0.644]]
}

---

2.
{
  "formula": "C20H39BrFN2O14Si2",
  "method": "wB97M-V/def2-TZVPD",
  "energy_ev": -141541.635,
  "total_charge": -1,
  "species": ["C", "C", "O", "N", "C", "Si", "C", "C", "N", "O", "Si", "F", "C", "C", "O", "Br", "C", "O", "O", "H", "H", "H", "H", "H", "H", "H", "H", "H", "H", "H", "H", "H", "H", "H", "C", "C", "O", "C", "O", "O", "C", "H", "H", "H", "H", "H", "H", "H", "H", "C", "C", "O", "C", "O", "O", "C", "H", "H", "H", "H", "H", "H", "H", "H", "C", "C", "O", "C", "O", "O", "C", "H", "H", "H", "H", "H", "H", "H", "H"],
  "xyz": [[-1.955, -0.319, 5.299], [-0.647, 0.142, 4.686], [0.248, 0.560, 5.380], [-0.550, 0.030, 3.268], [0.103, -1.241, 2.907], [-0.056, 1.487, 2.382], [-1.567, 2.554, 2.106], [-2.953, 1.954, 2.412], [-3.716, 2.758, 3.391], [0.559, 0.985, 0.948], [2.099, 1.318, 0.442], [2.175, 0.828, -1.096], [3.401, 0.368, 1.431], [3.569, -1.114, 1.456], [4.202, -1.753, 2.233], [2.666, -2.110, 0.019], [2.533, 3.155, 0.501], [3.761, 3.297, 0.321], [1.618, 3.978, 0.673], [-2.231, 0.361, 6.109], [-2.748, -0.379, 4.554], [-1.806, -1.315, 5.733], [1.115, -1.330, 3.328], [0.163, -1.313, 1.821], [-0.487, -2.093, 3.270], [0.964, 2.220, 3.156], [-1.412, 3.467, 2.698], [-1.518, 2.891, 1.064], [-2.857, 0.923, 2.769], [-3.533, 1.902, 1.484], [-4.116, 2.173, 4.115], [-3.102, 3.413, 3.859], [3.327, 0.672, 2.484], [4.347, 0.794, 1.060], [1.177, 1.464, -4.232], [0.370, 2.538, -3.537], [-0.646, 3.088, -4.411], [-1.716, 2.336, -4.602], [-1.958, 1.266, -4.106], [-2.520, 2.971, -5.473], [-3.695, 2.242, -5.825], [1.619, 1.850, -5.153], [1.974, 1.131, -3.568], [0.553, 0.606, -4.480], [0.990, 3.389, -3.269], [-0.099, 2.159, -2.630], [-4.271, 1.952, -4.948], [-3.434, 1.346, -6.388], [-4.281, 2.911, -6.450], [2.648, -2.975, 5.955], [1.611, -2.173, 6.704], [1.046, -2.918, 7.811], [1.805, -3.010, 8.892], [2.888, -2.514, 9.064], [1.156, -3.761, 9.795], [1.878, -3.970, 11.008], [2.225, -3.924, 5.618], [2.990, -2.422, 5.082], [3.511, -3.183, 6.586], [0.752, -1.954, 6.076], [2.008, -1.228, 7.071], [2.174, -3.021, 11.450], [2.766, -4.574, 10.826], [1.194, -4.498, 11.667], [-1.508, -2.889, -10.692], [-0.738, -2.747, -9.397], [-0.108, -1.460, -9.282], [-0.918, -0.457, -8.943], [-2.099, -0.548, -8.714], [-0.202, 0.663, -8.898], [-0.957, 1.828, -8.550], [-0.856, -2.697, -11.545], [-1.899, -3.904, -10.776], [-2.345, -2.193, -10.725], [0.090, -3.451, -9.357], [-1.378, -2.910, -8.530], [-1.488, 1.674, -7.614], [-1.668, 2.069, -9.339], [-0.236, 2.632, -8.438]]
}

---

3.
{
  "formula": "C2H9OS",
  "method": "wB97M-V/def2-TZVPD",
  "de_lowest_kj_mol": 231.8,
  "total_charge": 2,
  "multiplicity": 2,
  "species": ["O", "H", "H", "H", "C", "C", "S", "H", "H", "H", "H", "H", "H"],
  "xyz": [[-0.815, -1.399, -0.005], [-1.110, -1.883, 0.802], [1.663, -6.067, -1.399], [-1.322, -2.074, -0.513], [0.506, 3.068, 0.217], [-0.314, 1.909, 0.742], [-1.654, 1.505, -0.058], [0.115, 3.973, 0.710], [1.498, 2.931, 0.653], [0.428, 3.076, -0.882], [2.342, -6.360, -1.350], [0.109, 1.249, 1.518], [-1.446, 0.071, -0.436]]
}